# 1
{"formula": "C4H7FS", "method": "ωB97M-V/def2-TZVPD", "de_lowest_kcal_mol": 15.2, "gap_ev": 9.7, "total_energy_ha": -654.6408, "fmax_ev_per_a": 3.62, "multiplicity": 1, "elements": ["C", "C", "C", "C", "H", "H", "H", "H", "H", "H", "H", "F", "S"], "coordinates": [[-0.8463, -0.3121, 0.2336], [-0.3551, 0.9841, -0.2355], [1.1637, 0.9880, 0.0357], [0.0960, -1.5647, -0.0688], [-1.1464, -0.2549, 1.3267], [-0.9300, 1.7863, 0.2027], [-0.3538, 1.0714, -1.3365], [1.7710, 1.6754, -0.5444], [1.2590, 1.2296, 1.1158], [-0.2040, -1.9501, -1.0605], [-0.0598, -2.3837, 0.6445], [-2.1462, -0.5126, -0.1961], [1.7520, -0.7566, -0.1171]], "atomic_forces_ev_per_a": [[-1.3, -2.0, 2.7], [2.2, 0.4, -2.1], [-0.7, -0.3, 2.4], [-1.2, 2.0, -0.6], [1.7, 0.0, -0.6], [0.2, 0.4, 0.1], [-0.9, -0.2, 0.2], [-0.1, -0.1, -0.2], [0.4, 0.1, -0.6], [0.3, 0.2, 0.3], [0.4, 0.5, 0.1], [-0.8, -0.5, -1.5], [-0.2, -0.3, -0.2]], "lowdin_charge": [-0.43, -0.22, -0.46, -0.38, 0.16, 0.12, 0.13, 0.07, 0.07, 0.08, 0.08, -0.04, 0.81]}


# 2
{"formula": "C37H34AuN7P2Se2", "method": "ωB97M-V/def2-TZVPD", "gap_ev": [7.4, 5.4], "total_energy_ha": -7434.2405, "total_charge": 2, "fmax_ev_per_a": 4.81, "s2": 2.01, "multiplicity": 3, "elements": ["Au", "Se", "P", "C", "C", "C", "C", "C", "C", "C", "C", "C", "C", "C", "C", "C", "C", "N", "N", "N", "P", "Se", "C", "C", "C", "C", "C", "C", "C", "C", "C", "C", "C", "C", "H", "H", "H", "H", "H", "H", "H", "H", "H", "H", "H", "H", "H", "H", "H", "H", "H", "H", "H", "H", "C", "C", "C", "N", "H", "H", "H", "H", "H", "C", "C", "C", "N", "C", "C", "H", "H", "H", "H", "H", "N", "C", "C", "C", "N", "H", "H", "H", "H"], "coordinates": [[-1.9493, 1.8273, 0.2407], [4.1906, -1.3185, 1.1280], [3.9337, 0.4405, -0.0193], [4.4346, 0.0500, -1.7269], [5.7806, -0.1613, -1.9796], [6.1808, -0.4820, -3.3142], [5.2361, -0.6011, -4.3323], [3.8855, -0.5230, -3.9718], [3.4808, -0.1008, -2.7013], [5.0736, 1.7422, 0.5640], [5.6015, 2.7072, -0.2932], [6.5141, 3.6367, 0.1723], [6.9210, 3.6164, 1.5174], [6.2954, 2.7454, 2.4238], [5.4230, 1.7992, 1.9253], [2.3842, 1.2383, -0.0030], [1.0031, 0.7505, -0.0476], [0.1997, 1.8838, -0.0499], [0.9999, 3.0119, 0.2231], [2.2653, 2.6251, 0.1591], [0.2826, -0.9553, -0.0673], [-1.7492, -0.4512, -0.7711], [0.8713, -2.3426, -1.0880], [1.1877, -3.5887, -0.5243], [1.2614, -4.7137, -1.3620], [1.3925, -4.5466, -2.7775], [1.2007, -3.2889, -3.3055], [0.7837, -2.2645, -2.4771], [0.4457, -1.5223, 1.6138], [1.0793, -0.8045, 2.6371], [0.9280, -1.2021, 3.9841], [0.4349, -2.4477, 4.2844], [0.0008, -3.2628, 3.2759], [-0.1102, -2.7752, 1.9801], [6.5302, -0.1437, -1.1276], [7.2509, -0.7145, -3.4552], [5.3687, -0.8788, -5.3981], [3.1121, -0.8794, -4.6407], [2.4235, 0.1415, -2.5104], [5.2921, 2.8424, -1.3347], [6.9737, 4.2877, -0.5568], [7.7221, 4.2933, 1.7817], [6.5043, 2.7986, 3.4591], [4.9618, 1.0841, 2.6344], [1.4139, -3.6772, 0.5440], [1.2978, -5.7278, -0.9712], [1.5572, -5.3612, -3.4652], [1.2553, -3.0376, -4.3726], [0.3708, -1.3601, -2.9612], [1.6776, 0.0888, 2.3963], [1.3782, -0.4767, 4.7036], [0.4743, -2.8573, 5.2796], [-0.2368, -4.3223, 3.4098], [-0.7625, -3.2717, 1.2661], [-7.8252, -5.1634, 0.4324], [-8.8020, -4.9550, 1.6048], [-9.1301, -3.5101, 1.6694], [-9.3701, -2.3846, 1.5894], [-7.1805, -6.0226, 0.5729], [-7.1958, -4.2669, 0.3584], [-8.2761, -5.3886, -0.5527], [-8.2918, -5.2528, 2.4886], [-9.7800, -5.4931, 1.6165], [-2.4706, 6.6986, -0.1638], [-2.0804, 5.8962, -1.2358], [-1.9785, 4.5157, -1.0590], [-2.3542, 3.9090, 0.0994], [-2.5611, 4.7040, 1.1804], [-2.7676, 6.0684, 1.0480], [-2.5399, 7.7638, -0.2645], [-1.8887, 6.3394, -2.1976], [-1.6628, 3.8637, -1.8384], [-2.4535, 4.1959, 2.1282], [-3.1218, 6.6611, 1.8258], [-4.7250, 0.6487, 1.0520], [-5.9398, 0.2171, 0.6265], [-6.1576, 0.8688, -0.5714], [-5.0582, 1.7844, -0.8051], [-4.1479, 1.6644, 0.1762], [-4.2440, 0.3363, 1.9101], [-6.5219, -0.5231, 1.1997], [-7.0209, 0.8000, -1.2584], [-4.8828, 2.4749, -1.6302]], "atomic_forces_ev_per_a": [[0.1, -0.4, -1.1], [-0.2, -1.3, 0.5], [1.7, 2.8, -1.3], [0.1, 0.2, 1.4], [1.4, -0.8, -0.5], [0.7, 0.1, 1.2], [-1.1, -0.7, 0.1], [-0.3, 0.3, 0.5], [-0.8, -0.2, -1.1], [0.2, -0.1, 0.5], [-0.5, 0.3, -0.6], [0.4, -0.7, 0.8], [-0.5, 0.0, -0.7], [0.4, 0.5, -1.5], [-0.9, -0.8, 0.2], [-4.7, 1.0, 0.5], [1.8, 1.6, -0.8], [2.2, -0.6, 1.8], [1.0, -3.3, -1.6], [-0.7, -0.5, 0.4], [-0.6, 0.8, -0.1], [0.2, -1.1, 0.3], [0.0, 0.1, -0.3], [0.4, -0.5, -0.1], [0.7, 0.3, -1.2], [-0.5, 0.1, 1.4], [-0.4, 0.6, -0.5], [-0.2, 1.4, -0.3], [-0.2, -0.8, 1.3], [-0.3, 0.4, 0.2], [1.6, 1.8, -0.8], [0.5, -0.3, 0.7], [-0.4, -0.9, -1.4], [-0.7, 1.1, -0.3], [-0.9, 0.1, -1.4], [-0.7, 0.4, -0.2], [0.8, 0.2, 1.0], [0.1, 0.5, -0.4], [0.6, -0.4, 0.0], [0.0, -0.6, 0.3], [0.0, 0.3, 0.2], [-0.1, 0.0, 0.4], [0.3, -0.1, 0.8], [0.4, 0.4, -0.4], [-0.4, -0.2, -0.6], [0.3, 0.3, 0.2], [0.1, -0.3, 0.3], [0.0, -0.6, 0.4], [0.4, -0.4, 0.4], [-0.6, -0.3, 0.3], [-0.6, -1.1, -0.3], [-0.1, 0.2, 0.3], [-0.3, 0.5, 0.4], [0.4, -0.3, 0.0], [-0.2, -0.3, -0.9], [-0.9, 0.6, -0.6], [-0.2, 0.1, -0.1], [0.3, -0.6, 0.2], [0.2, -0.1, 0.5], [-0.1, -0.3, -0.2], [-0.2, 0.6, 0.6], [0.3, 0.0, 1.0], [0.9, 0.1, -0.5], [-0.3, -1.4, -0.1], [0.1, -0.3, 0.4], [-1.4, 0.6, 0.9], [2.0, 2.2, 0.3], [-0.2, -0.3, -0.9], [0.9, -0.4, -1.4], [-0.2, 0.3, -0.1], [0.3, 0.0, -0.1], [0.1, -0.3, -0.6], [-0.8, 0.1, 0.2], [-0.2, 0.7, 1.6], [0.9, 1.2, -0.5], [1.1, 0.6, -0.5], [-0.3, 1.3, -1.3], [-0.4, -1.7, 1.3], [-2.2, -2.6, 1.8], [-0.3, 0.6, -1.0], [0.4, 0.6, -0.5], [0.6, -0.1, 0.8], [-0.1, -0.3, 0.3]], "lowdin_charge": [0.77, 0.71, 0.62, -0.38, -0.08, -0.04, -0.04, -0.06, -0.09, -0.36, -0.09, -0.05, -0.03, -0.05, -0.11, -0.41, -0.41, -0.18, 0.00, 0.02, 0.69, 0.41, -0.36, -0.09, -0.02, -0.03, -0.08, -0.13, -0.38, -0.12, -0.05, -0.06, -0.06, -0.11, 0.14, 0.12, 0.13, 0.11, 0.10, 0.12, 0.11, 0.11, 0.10, 0.09, 0.10, 0.12, 0.12, 0.12, 0.11, 0.09, 0.13, 0.12, 0.13, 0.12, -0.10, -0.21, -0.24, 0.13, 0.07, 0.07, 0.09, 0.09, 0.13, -0.01, -0.03, -0.11, -0.12, -0.10, -0.02, 0.12, 0.11, 0.10, 0.11, 0.10, -0.01, -0.07, -0.05, -0.11, -0.12, 0.16, 0.14, 0.12, 0.12]}


# 3
{"formula": "C3H3BrF2O2", "method": "ωB97M-V/def2-TZVPD", "de_lowest_kcal_mol": 71.5, "gap_ev": 9.3, "total_energy_ha": -3040.1892, "fmax_ev_per_a": 2.97, "multiplicity": 1, "elements": ["C", "C", "C", "O", "O", "F", "F", "Br", "H", "H", "H"], "coordinates": [[1.0865, 0.1785, 0.5475], [-1.1628, -1.2267, -0.7637], [-2.3092, -0.9490, 0.1483], [0.6065, 1.0462, -0.1452], [-0.9755, -0.4446, -1.7296], [-3.2092, -1.8177, -0.0273], [-2.0663, -0.8940, 1.4654], [-3.0625, 0.9737, -0.3715], [2.0861, 0.3659, 0.9740], [0.8087, -0.9379, 0.5983], [-1.6801, 0.4440, -1.6415]], "atomic_forces_ev_per_a": [[1.4, -0.4, -1.3], [1.2, -0.4, -0.8], [1.0, 2.5, 0.9], [-0.4, -0.9, 0.9], [-1.7, 1.2, 0.7], [-2.3, -1.8, -0.7], [0.6, 0.2, -0.6], [-0.3, -0.2, 0.3], [-0.1, 0.1, 0.6], [-0.6, 1.4, -0.1], [1.4, -1.7, -0.1]], "lowdin_charge": [-0.13, -0.10, -0.84, -0.02, -0.02, 0.15, 0.07, 0.69, 0.08, 0.09, 0.03]}